[1]
# C35H64F5N4O8

A 7-piece molecular cluster, C35H64F5N4O8 overall (wB97M-V/def2-TZVPD, the OMol25 dataset).

Summary:
frontier orbital gap = 8.3 eV
multiplicity = 1
charge = +1
LUMO level = -2.51 eV

Atoms and positions in Å:
C  3.1362  -5.2174  1.7565
C  4.2156  -4.7789  0.8001
O  5.1524  -5.4558  0.4849
O  3.9994  -3.5308  0.3138
C  5.1420  -2.7862  -0.1487
C  5.3697  -1.5384  0.6842
C  5.7929  -1.7631  2.1377
C  4.6391  -2.2189  3.0575
C  4.3099  -1.2343  4.1871
C  2.9136  -1.4870  4.7945
C  1.8471  -0.5024  4.3101
C  1.6314  -0.5665  2.7869
N  0.2286  -0.4176  2.4065
N  -0.5855  -1.4731  2.2747
C  -1.7999  -1.0086  1.9663
C  -2.9848  -1.8904  1.7708
C  -2.6690  -3.1670  0.9484
C  -2.7735  -4.4816  1.7351
C  -1.4623  -4.9900  2.3260
F  -0.3924  -4.5371  1.6074
F  -1.4274  -6.3327  2.2750
C  -1.1928  -4.5788  3.8278
F  -0.0692  -3.8162  3.9025
F  -2.1976  -3.8127  4.3038
F  -1.0363  -5.6307  4.6239
N  -1.7686  0.3089  1.8855
C  -0.5111  0.6746  2.1654
N  0.0232  1.9222  2.2219
H  3.5362  -5.1607  2.7699
H  2.8785  -6.2533  1.5408
H  2.2497  -4.5909  1.6719
H  4.9395  -2.4959  -1.1818
H  6.0271  -3.4224  -0.1628
H  6.1731  -0.9988  0.1711
H  4.4835  -0.8949  0.6345
H  6.1800  -0.8118  2.5143
H  6.6125  -2.4847  2.1758
H  3.7520  -2.3746  2.4406
H  4.8838  -3.1845  3.5108
H  4.3492  -0.2084  3.8026
H  5.0605  -1.3353  4.9725
H  2.5804  -2.5062  4.5691
H  2.9658  -1.3928  5.8814
H  0.8945  -0.7369  4.7971
H  2.1104  0.5224  4.5795
H  1.9558  -1.5233  2.3753
H  2.1710  0.2190  2.2597
H  -0.2424  -2.4177  2.4028
H  -3.3439  -2.1752  2.7633
H  -3.7423  -1.2909  1.2712
H  -1.6934  -3.0823  0.4702
H  -3.3923  -3.2215  0.1356
H  -3.1201  -5.2756  1.0714
H  -3.5203  -4.3992  2.5244
H  0.0369  2.4215  3.0923
H  0.4734  2.3242  1.4102
C  -3.4956  -2.8941  6.9734
C  -4.5570  -2.3589  7.9102
O  -4.6937  -1.1721  8.0808
C  -5.4244  -3.3767  8.6068
H  -2.9450  -2.0615  6.5407
H  -2.8066  -3.5442  7.5157
H  -3.9625  -3.4795  6.1799
H  -4.8083  -4.0444  9.2114
H  -5.9571  -3.9833  7.8721
H  -6.1421  -2.8689  9.2455
C  -0.4597  -0.0594  -1.1818
C  0.3500  1.1655  -1.5371
O  0.9766  1.7487  -0.6711
C  0.3162  1.6088  -2.9601
H  -0.3365  -0.2374  -0.1200
H  -1.5149  0.1167  -1.4005
H  -0.1239  -0.9271  -1.7513
H  -0.7217  1.8289  -3.2232
H  0.6831  0.8169  -3.6143
H  0.9408  2.4869  -3.0940
C  2.7477  1.5984  -7.1653
C  3.0542  2.5440  -6.0288
O  2.7439  2.2827  -4.8869
C  3.7546  3.8209  -6.3994
H  2.2394  0.7145  -6.7866
H  2.1172  2.1009  -7.9008
H  3.6719  1.3016  -7.6637
H  3.1495  4.3753  -7.1192
H  4.7137  3.5968  -6.8704
H  3.9206  4.4208  -5.5076
C  -5.1346  1.2712  -4.3664
C  -3.8163  2.0019  -4.3732
O  -2.8252  1.5314  -3.8592
C  -3.7900  3.3471  -5.0509
H  -5.0267  0.3188  -3.8534
H  -5.8921  1.8743  -3.8633
H  -5.4700  1.0964  -5.3898
H  -4.5015  4.0207  -4.5705
H  -4.0799  3.2428  -6.0978
H  -2.7911  3.7717  -4.9911
C  -4.5368  4.3526  3.4639
C  -4.1300  4.4446  2.0118
O  -4.6359  5.2413  1.2598
C  -3.0589  3.4848  1.5471
H  -5.3095  5.0871  3.6753
H  -4.9155  3.3531  3.6856
H  -3.6757  4.5382  4.1085
H  -3.3801  2.4528  1.6889
H  -2.1428  3.6408  2.1168
H  -2.8567  3.6548  0.4913
C  0.8627  5.2971  -10.8207
C  1.4650  5.9628  -9.6091
O  2.1228  5.3420  -8.8050
C  1.2109  7.4401  -9.4497
H  1.1160  4.2399  -10.8253
H  -0.2223  5.4129  -10.8102
H  1.2412  5.7652  -11.7307
H  0.1380  7.6306  -9.3911
H  1.6012  7.9813  -10.3131
H  1.6943  7.8019  -8.5460

Atomic partial charges in e from the Mulliken method, atoms 1 to 5: number 1, C, carries -0.63; number 2, C, carries 0.67; number 3, O, carries -0.58; number 4, O, carries -0.24; number 5, C, carries -0.68


[2]
# C10H22Cl4NO3P2

A 3-piece molecular cluster, C10H22Cl4NO3P2 overall (wB97M-V/def2-TZVPD, the OMol25 dataset).

Summary:
frontier orbital gap = 6.6 eV
multiplicity = 1
charge = -1
LUMO level = 2.03 eV

Atoms and positions in Å:
C  0.4587  0.4117  -0.6328
C  1.4497  0.1677  0.5224
P  2.6309  -1.1696  -0.0155
C  4.3225  -0.4831  0.2763
C  2.5898  -2.5028  1.2945
C  1.1996  -3.0742  1.6867
O  1.1613  -4.4325  1.3394
P  2.1707  -4.6325  -0.0623
O  3.2392  -4.6735  -1.5939
C  2.7208  -4.1382  -2.6054
N  2.2312  -3.7076  -3.5675
O  3.3126  -3.5703  0.7505
H  0.2734  -0.5154  -1.1730
H  -0.4805  0.8404  -0.2879
H  0.9305  1.0734  -1.3563
H  0.9313  -0.0703  1.4505
H  2.0038  1.0942  0.6818
H  5.0007  -1.1308  -0.2717
H  4.3851  0.5405  -0.0815
H  4.6046  -0.5416  1.3305
H  3.0730  -2.0842  2.1820
H  0.3539  -2.4791  1.3203
H  1.1270  -3.0585  2.7803
H  2.9438  -5.6957  0.4655
H  1.2393  -5.5217  -0.7077
H  1.4860  -3.5316  -0.6636
Cl  -3.6032  2.0475  -0.1028
C  -3.4129  0.5166  0.7961
C  -3.0416  0.7536  2.2373
Cl  -1.3964  1.4126  2.3899
H  -2.6594  -0.0769  0.2842
H  -4.3675  -0.0036  0.7406
H  -3.0580  -0.1934  2.7744
H  -3.7310  1.4426  2.7188
Cl  -3.2641  7.2814  -0.3753
C  -4.1273  6.5322  -1.7440
C  -3.6279  5.1434  -2.0474
Cl  -1.9718  5.1503  -2.6991
H  -4.0157  7.1879  -2.6036
H  -5.1797  6.4876  -1.4688
H  -4.2664  4.6869  -2.8020
H  -3.6360  4.5167  -1.1599

Atomic partial charges in e from the Mulliken method, atoms 1 to 5: number 1, C, carries -0.88; number 2, C, carries -0.61; number 3, P, carries 0.26; number 4, C, carries -1.29; number 5, C, carries -0.09


[3]
# C5H12O

A 2-piece molecular cluster, C5H12O overall (wB97M-V/def2-TZVPD, the OMol25 dataset).

Summary:
relative energy (zero: lowest compared OMol25 entry of this formula, charge and spin) = 115.3 kcal per mole
frontier orbital gap = 8.2 eV
multiplicity = 1
LUMO level = 0.60 eV

Atoms and positions in Å:
C  2.4366  0.8851  -0.2625
C  1.0310  0.3681  -0.5684
C  0.3659  -0.3107  0.6224
C  -2.0014  0.4278  0.8157
O  -2.4686  -0.7458  0.5215
C  -1.8762  -1.4003  -0.5125
H  2.4133  1.6274  0.5441
H  2.8985  1.3560  -1.1384
H  3.0917  0.0676  0.0612
H  1.0781  -0.3369  -1.4100
H  0.4100  1.2071  -0.9182
H  0.9597  -1.1728  0.9473
H  0.3465  0.3657  1.4826
H  -2.3386  0.8322  1.7643
H  -1.6835  1.0885  0.0142
H  -2.2723  -2.4050  -0.6199
H  -0.5773  -1.0369  0.0928
H  -1.8135  -0.8170  -1.4362

Atomic partial charges in e from the Mulliken method, atoms 1 to 5: number 1, C, carries -1.29; number 2, C, carries -0.04; number 3, C, carries -0.69; number 4, C, carries -0.45; number 5, O, carries -0.26


[4]
# C3H2N4O2

C3H2N4O2 as an isolated structure (wB97M-V/def2-TZVPD, the OMol25 dataset).

Summary:
relative energy (zero: lowest compared OMol25 entry of this formula, charge and spin) = 65.3 kcal per mole
frontier orbital gap = 8.4 eV
multiplicity = 1
LUMO level = -0.43 eV

Atoms and positions in Å:
C  -1.3806  0.8843  0.2237
C  0.3863  0.0291  0.7866
C  0.4139  -0.0848  -0.6785
H  -0.4801  0.8169  -2.8450
H  -2.3956  1.3896  -0.0495
N  -0.8496  0.4701  -0.9876
N  -0.7899  0.5712  1.2670
N  1.0845  -0.7164  1.6468
N  1.6787  -1.3090  2.4795
O  -1.3838  0.5856  -2.2841
O  1.1953  -0.6218  -1.4580

Atomic partial charges in e from the Mulliken method, atoms 1 to 5: number 1, C, carries 0.01; number 2, C, carries 0.35; number 3, C, carries 0.40; number 4, H, carries 0.40; number 5, H, carries 0.30


[5]
# C5H11NO

One molecule with the formula C5H11NO (wB97M-V/def2-TZVPD, the OMol25 dataset).

Summary:
structure (SMILES) = CCN(C)C(C)=O
relative energy (zero: lowest compared OMol25 entry of this formula, charge and spin) = 31.9 kcal per mole
frontier orbital gap = 9.9 eV
multiplicity = 1
LUMO level = 0.81 eV

Atoms and positions in Å:
C  -1.3439  0.9926  -1.5446
C  -0.7221  0.7163  -0.2062
N  0.1038  -0.4797  0.0835
C  -0.1199  -1.7297  -0.7746
C  1.0664  -0.5768  1.0570
C  1.4333  0.6611  1.8111
O  1.5059  -1.6174  1.4949
H  -0.6886  1.0237  -2.4232
H  -2.0979  0.1983  -1.8760
H  -1.9760  1.9433  -1.3812
H  -1.5065  0.7246  0.4972
H  -0.0121  1.6164  -0.0221
H  0.1833  -2.5849  -0.1228
H  0.6076  -1.8300  -1.5550
H  -1.1996  -1.8507  -1.0808
H  0.8675  0.7692  2.7612
H  2.4818  0.4784  2.0882
H  1.4172  1.5452  1.1934

Atomic partial charges in e from the Mulliken method, atoms 1 to 5: number 1, C, carries -1.15; number 2, C, carries -0.16; number 3, N, carries 0.08; number 4, C, carries -1.07; number 5, C, carries 0.72


[6]
# C13H26BO11PS2

One molecule with the formula C13H26BO11PS2 (wB97M-V/def2-TZVPD, the OMol25 dataset).

Summary:
structure (SMILES) = CCOP(=O)(CC[C@@]1(S)OS(=O)(=O)O[C@]1(CCOC(=O)CC)B(O)O)OCC
frontier orbital gap = 10.1 eV
multiplicity = 1
LUMO level = 0.22 eV

Atoms and positions in Å:
C  5.0025  -0.5195  1.3082
C  4.6284  -0.0059  -0.1709
O  3.1992  -0.1691  -0.4321
P  2.3165  1.1862  0.1377
O  2.5003  1.4184  1.6397
C  0.4705  0.8290  -0.1910
C  -0.2725  0.4057  1.1537
C  -1.8059  -0.0229  1.0339
S  -1.9974  -1.5873  2.0709
O  -2.4627  0.9466  1.9564
S  -2.8170  2.3527  1.1052
O  -1.7573  3.3754  1.3939
O  -4.1631  2.9801  1.3121
O  -2.7498  1.6298  -0.4191
C  -2.6679  0.1489  -0.2788
C  -2.1995  -0.2885  -1.7336
C  -1.5893  -1.7502  -1.9196
O  -2.0144  -2.7405  -0.9567
C  -0.8744  -3.6208  -0.8183
O  -0.9236  -4.7288  -1.3842
C  0.4569  -3.2414  -0.0362
C  1.0208  -4.3860  0.9216
B  -4.2834  -0.2072  -0.2318
O  -4.8819  -1.0846  0.7318
O  -5.2028  0.4104  -1.1777
O  2.6692  2.6051  -0.7462
C  1.7908  3.6834  -0.2839
C  0.8411  4.2708  -1.4332
H  5.4963  -1.5519  1.3207
H  5.6496  0.2631  1.8281
H  4.0051  -0.6545  1.8661
H  5.2044  -0.6591  -0.9197
H  4.8917  1.1034  -0.3369
H  0.4684  -0.0805  -0.8862
H  -0.0606  1.6841  -0.7169
H  0.3845  -0.3964  1.6528
H  -0.2007  1.3081  1.8654
H  -0.7417  -2.0682  2.3971
H  -3.0719  -0.1919  -2.4792
H  -1.4073  0.4520  -2.1257
H  -1.9446  -2.1289  -2.9505
H  -0.4521  -1.6432  -2.0213
H  1.2813  -3.0258  -0.8138
H  0.3371  -2.2491  0.5341
H  0.2558  -4.7295  1.6902
H  1.9397  -3.9939  1.4969
H  1.3944  -5.2833  0.3281
H  -5.6339  -0.5717  1.1111
H  -5.2849  1.3697  -0.9971
H  1.1294  3.3792  0.5979
H  2.4414  4.5463  0.1059
H  -0.2061  3.8283  -1.2850
H  1.1778  3.9983  -2.4885
H  0.7137  5.4056  -1.3253

Atomic partial charges in e from the Mulliken method, atoms 1 to 5: number 1, C, carries -0.78; number 2, C, carries -0.33; number 3, O, carries -0.35; number 4, P, carries 0.85; number 5, O, carries -0.72